Density functional theory data (the ωB97M-V functional and the def2-TZVPD basis) for a single C4H5BrO2 molecule at a distorted geometry.

Last column: Löwdin charge in e.
Geometry (Å):
C1 0.711061 -1.581044 -0.614985  0.00
C2 0.508629 -0.519951 0.429968  -0.42
O1 1.256499 -0.388596 1.385326  0.12
C3 -0.541708 0.459226 0.090645  -0.79
Br1 -2.282285 -0.444747 -0.185025  0.77
C4 -0.527312 1.811098 0.521764  -0.13
O2 -0.249141 1.439088 -0.778938  0.02
H1 1.055085 -2.428361 -0.172596  0.06
H2 1.393838 -1.256884 -1.280258  0.06
H3 -0.241792 -1.712444 -1.119297  0.04
H4 -1.426265 2.396623 0.539399  0.11
H5 0.343386 2.225991 1.183992  0.17

Atomic forces in eV per Å
C -3.4 1.3 1.2
C 2.3 -0.8 0.4
O -1.2 0.1 -0.8
C -2.1 -1.2 1.0
Br 0.3 0.4 0.2
C 1.2 2.8 3.0
O 1.5 0.2 -2.9
H 0.9 -2.6 1.2
H 2.4 1.3 -2.4
H 0.2 -0.5 -0.2
H -0.5 0.0 0.6
H -1.6 -1.0 -1.4

As for the HOMO energy: -10.1 eV. As for the spin multiplicity: 1. The net charge is 0. Its structure (SMILES) is CC(=O)[C@@]1(Br)CO1. The value obtained for the energy above the lowest of the compared OMol25 structures with the same formula, charge and spin is 31.3 kcal per mole. As for the HOMO-LUMO gap: 10.5014 eV.



Density functional theory data (the ωB97M-V functional and the def2-TZVPD basis) for a single C4H5BrO2 molecule at a distorted geometry.

Last column: Löwdin charge in e.
Geometry (Å):
C1 1.263538 0.036521 0.303248  0.00
C2 0.019585 0.744141 -0.147136  -0.42
O1 0.000159 1.728071 -0.861693  0.11
C3 -1.155419 0.136262 0.455368  -0.21
O2 -1.999946 0.968931 1.164944  -0.03
C4 -2.621864 0.604976 0.016646  -0.68
Br1 -4.270397 -0.386911 -0.094908  0.69
H1 1.932244 -0.393460 -0.461392  0.10
H2 1.116072 -0.693358 1.093112  0.08
H3 1.834480 0.901704 0.656543  0.10
H4 -1.270674 -0.936049 0.807854  0.16
H5 -2.574939 1.297590 -0.842721  0.10

Atomic forces in eV per Å
C 1.4 0.8 -0.4
C 1.0 -0.3 -0.9
O -0.2 -0.7 0.7
C -4.4 -2.7 -0.7
O -1.4 1.6 1.6
C 2.4 0.1 -1.7
Br 0.7 0.0 0.5
H -0.7 0.1 -0.1
H -0.1 0.1 0.0
H 0.3 -0.3 0.4
H 1.1 1.4 -0.4
H -0.2 -0.1 0.8

As for the HOMO energy: -10.0 eV. As for the spin multiplicity: 1. The net charge is 0. Its structure (SMILES) is CC(=O)[C@H]1O[C@@H]1Br. The value obtained for the energy above the lowest of the compared OMol25 structures with the same formula, charge and spin is 36.7 kcal per mole. As for the HOMO-LUMO gap: 10.1968 eV.



Density functional theory data (the ωB97M-V functional and the def2-TZVPD basis) for a molecular structure, C4H5CdO2 at a distorted geometry.

Last column: Löwdin charge in e.
Geometry (Å):
C1 1.058367 -1.406647 -0.307603  -0.28
C2 0.367575 -0.121729 -0.579042  0.16
C3 -0.072782 0.592731 0.494740  -0.06
C4 -1.091176 1.479839 0.743147  -0.22
O1 -1.782997 2.129112 -0.128767  -0.42
Cd1 -2.927381 3.485710 -0.452890  1.06
H1 1.000331 -1.722837 0.751924  0.13
H2 2.140055 -1.259107 -0.495916  0.15
H3 1.148533 0.959774 0.365227  0.26
H4 -1.459092 1.520309 1.782402  0.14
O2 0.537099 -2.435585 -1.136065  -0.03
H5 1.081469 -3.221571 -1.037156  0.11

Atomic forces in eV per Å
C 0.8 -1.9 0.1
C -0.8 0.6 1.3
C 3.8 -1.1 -2.9
C -2.8 2.5 0.3
O 5.5 -7.0 2.2
Cd -4.8 5.5 -1.4
H -0.2 0.3 -0.3
H -0.3 0.3 -0.1
H -1.8 -0.5 1.1
H 0.5 0.5 -0.2
O -0.1 0.8 -0.1
H 0.1 0.0 0.0

As for the HOMO energy (alpha / beta): -12.5 / -12.4 eV. As for the spin multiplicity: 1. The net charge is +1. The value obtained for the energy above the lowest of the compared OMol25 structures with the same formula, charge and spin is 57.5 kcal per mole. As for the HOMO-LUMO gap (alpha / beta): 6.3979 / 6.6538 eV.



Density functional theory data (the ωB97M-V functional and the def2-TZVPD basis) for 2 unconnected molecules or ions with the total composition C4H5Cl at a distorted geometry.

Last column: Löwdin charge in e.
Geometry (Å):
C1 -1.635763 -0.407769 0.066542  -0.14
C2 -0.920559 0.653090 0.020729  0.02
C3 1.938776 -0.409691 -0.080450  -0.02
C4 2.904295 0.414471 -0.038010  -0.65
Cl1 4.653914 0.011570 -0.090399  0.52
H1 -2.711452 -0.458109 0.300200  0.06
H2 -0.969951 -1.275110 0.095115  0.04
H3 0.227934 0.565586 -0.290723  0.01
H4 1.572672 -1.413394 0.320413  0.09
H5 2.696561 1.472442 -0.284488  0.07

Atomic forces in eV per Å
C -1.1 -1.1 1.0
C 2.9 0.9 -1.2
C -2.2 -3.0 1.7
C 1.5 1.8 -1.4
Cl -0.8 0.1 0.3
H 0.6 -0.2 -0.3
H -0.8 -0.5 -0.2
H -1.6 0.8 0.8
H 0.8 1.6 -1.1
H 0.6 -0.5 0.4

As for the HOMO energy (alpha / beta): -9.3 / -9.3 eV. As for the spin multiplicity: 1. The net charge is 0. The value obtained for the energy above the lowest of the compared OMol25 structures with the same formula, charge and spin is 132.2 kcal per mole. As for the HOMO-LUMO gap (alpha / beta): 8.1701 / 8.8080 eV.



Density functional theory data (the ωB97M-V functional and the def2-TZVPD basis) for a single C4H5Cl3OS molecule at a distorted geometry.

Last column: Löwdin charge in e.
Geometry (Å):
O1 1.026498 1.110720 1.084800  -0.06
C1 0.312370 0.104117 0.416698  -0.53
C2 1.109503 -0.167761 -0.812202  -0.55
S1 2.544053 -1.244323 -0.459682  0.73
C3 -1.223460 0.412816 0.060921  -0.75
Cl1 -1.421820 2.067942 -0.228114  0.75
C4 -2.235765 -0.403906 -0.025899  -1.19
Cl2 -3.883793 0.089590 -0.321802  0.62
Cl3 -1.991648 -2.088908 -0.025890  0.68
H1 0.585391 1.114663 1.938930  0.11
H2 0.348956 -0.826198 1.025232  0.12
H3 1.371460 0.840638 -1.408265  0.14
H4 0.556953 -0.750967 -1.586074  0.07
H5 2.901298 -0.258426 0.341353  -0.15

Atomic forces in eV per Å
O -1.2 0.0 0.4
C -1.0 -1.5 -0.4
C 0.0 0.5 -3.7
S -0.4 0.8 -0.2
C 2.9 1.3 0.8
Cl -0.4 1.1 -0.1
C -1.3 -0.7 -0.4
Cl 0.7 -0.1 0.1
Cl 0.1 -0.6 0.3
H 0.4 0.6 0.5
H -0.4 0.5 -0.3
H -0.3 -2.1 1.7
H -0.1 0.4 0.7
H 1.0 0.0 0.7

As for the HOMO energy: -9.3 eV. As for the spin multiplicity: 1. The net charge is 0. Its structure (SMILES) is O[C@H](CS)C(Cl)=C(Cl)Cl. The value obtained for the energy above the lowest of the compared OMol25 structures with the same formula, charge and spin is 0.0 kcal per mole. As for the HOMO-LUMO gap: 9.7533 eV.



Density functional theory data (the ωB97M-V functional and the def2-TZVPD basis) for 3 unconnected molecules or ions with the total composition C4H5Cl5N2O at a distorted geometry.

Last column: Löwdin charge in e.
Geometry (Å):
C1 -2.132705 -2.852629 -0.308778  -0.13
C2 -1.458250 -1.751356 -0.987931  -0.83
Cl1 -2.455709 -0.443731 -1.722622  0.60
N1 -0.263443 -1.629862 -1.477606  -0.45
Cl2 1.020276 -2.719011 -1.055349  0.54
H1 -1.502161 -3.679595 0.022713  0.05
H2 -2.719703 -3.450589 -1.125006  0.13
H3 -2.818661 -2.530056 0.534190  0.10
O1 0.972400 2.275433 0.370737  0.19
C3 0.305517 3.041999 0.914740  -0.30
C4 -0.546076 3.802481 1.562198  -1.17
Cl3 -2.052788 4.116452 0.860960  0.66
Cl4 -0.236199 4.287056 3.231445  0.59
N2 3.265733 0.702109 -0.187308  -0.38
Cl5 3.860513 -0.655154 0.785188  0.42
H4 2.719252 0.280875 -0.864110  -0.04
H5 4.042004 1.205577 -0.553460  0.01

Atomic forces in eV per Å
C -2.2 -1.8 -0.1
C 2.4 0.7 -2.4
Cl 0.1 -0.9 0.9
N -1.2 0.2 1.0
Cl -0.9 0.0 0.2
H 0.6 0.7 0.3
H 0.4 1.5 1.3
H 0.7 -0.4 -1.2
O 0.2 0.3 -0.3
C -0.2 -0.4 0.4
C 0.5 0.2 1.2
Cl -0.6 0.3 -0.3
Cl 0.0 -0.2 -1.0
N 0.6 -0.1 2.9
Cl -0.1 0.8 -0.6
H -1.1 -0.9 -1.9
H 0.7 0.0 -0.4

As for the HOMO energy: -8.9 eV. As for the spin multiplicity: 1. The net charge is 0. Its structure (SMILES) is C/C(Cl)=N\Cl.O=C=C(Cl)Cl.NCl. The value obtained for the energy above the lowest of the compared OMol25 structures with the same formula, charge and spin is 51.5 kcal per mole. As for the HOMO-LUMO gap: 8.8462 eV.



Density functional theory data (the ωB97M-V functional and the def2-TZVPD basis) for a single C4H5ClFP molecule at a distorted geometry.

Last column: Löwdin charge in e.
Geometry (Å):
F1 1.456696 -0.591863 -2.204951  -0.35
P1 0.461282 -0.980689 -0.796218  0.50
Cl1 0.918661 -2.922681 -0.615712  0.36
C1 -1.116444 -0.568126 -0.431106  -0.33
C2 -1.034030 0.815373 0.173157  -0.29
C3 0.326782 0.840700 0.973303  -0.15
C4 1.334751 0.102972 0.437597  -0.18
H1 -2.078641 -0.936926 -0.731664  0.05
H2 -1.869997 1.146260 0.970827  0.15
H3 -1.054416 1.687114 -0.428231  0.08
H4 0.331582 1.542893 1.818504  0.10
H5 2.323774 -0.135026 0.834495  0.07

Atomic forces in eV per Å
F -1.8 -1.0 2.1
P 1.4 1.8 -0.4
Cl 0.0 0.2 -0.4
C 0.6 0.6 -0.6
C -0.1 -0.2 4.2
C 0.0 0.5 -1.4
C -2.2 -0.7 0.5
H 0.2 -0.4 -0.5
H 1.5 -1.5 -1.6
H 0.2 0.7 -1.3
H 0.6 -0.4 -0.4
H -0.3 0.4 -0.3

As for the HOMO energy: -8.4 eV. As for the spin multiplicity: 1. The net charge is 0. Its structure (SMILES) is F[P@]1(Cl)=CCC=C1. The value obtained for the energy above the lowest of the compared OMol25 structures with the same formula, charge and spin is 1.8 kcal per mole. As for the HOMO-LUMO gap: 9.0249 eV.



Density functional theory data (the ωB97M-V functional and the def2-TZVPD basis) for a single C4H5ClN2O molecule at a distorted geometry.

Last column: Löwdin charge in e.
Geometry (Å):
N1 -0.484074 -1.177882 -2.046070  0.04
C1 -0.454526 -0.676757 -0.642443  -0.37
C2 -1.322043 -0.897839 0.406283  -0.01
C3 -0.849858 -0.129478 1.418729  -0.35
O1 -1.178806 -0.079880 2.761575  0.04
N2 0.316216 0.586202 1.069683  0.07
C4 0.512346 0.196630 -0.217256  -0.74
Cl1 1.539968 1.083134 -1.292855  0.66
H1 -0.696571 -2.164392 -1.950045  0.05
H2 0.659099 -1.142313 -2.218609  0.12
H3 -2.255993 -1.431697 0.406164  0.12
H4 -1.799539 -0.788755 3.000599  0.11
H5 1.203493 0.939324 1.690660  0.24

Atomic forces in eV per Å
N 3.9 0.9 1.8
C 1.7 0.2 -3.2
C -1.1 0.1 0.9
C 1.4 0.8 3.0
O -0.2 -0.1 -0.6
N 0.9 0.2 2.0
C 0.4 -0.1 -1.8
Cl 0.2 -0.2 0.3
H 0.0 -0.2 -0.3
H -3.9 -0.4 -0.1
H 0.0 -0.2 0.1
H 0.3 0.3 -0.4
H -3.6 -1.3 -1.8

As for the HOMO energy: -7.5 eV. As for the spin multiplicity: 1. The net charge is 0. Its structure (SMILES) is Nc1cc(O)[nH]c1Cl. The value obtained for the energy above the lowest of the compared OMol25 structures with the same formula, charge and spin is 43.2 kcal per mole. As for the HOMO-LUMO gap: 8.1226 eV.



Density functional theory data (the ωB97M-V functional and the def2-TZVPD basis) for a single C4H5ClN2S molecule at a distorted geometry.

Last column: Löwdin charge in e.
Geometry (Å):
N1 0.021494 -1.091128 1.955819  -0.01
C1 -0.467876 -1.235875 0.556670  -0.75
Cl1 0.404606 -2.477389 -0.373988  0.60
C2 -0.233774 0.031357 -0.374400  -0.54
C3 0.903729 0.641186 -0.687011  -0.26
N2 0.871793 1.777377 -1.474925  0.00
C4 -0.340650 2.239145 -1.460068  -0.43
S1 -1.588132 1.192662 -0.690603  0.97
H1 -0.242956 -1.992890 2.314666  0.05
H2 1.070126 -1.051181 2.121121  0.10
H3 -1.571131 -1.462442 0.611909  0.11
H4 1.904242 0.304552 -0.583387  0.10
H5 -0.731470 3.124625 -1.915804  0.06

Atomic forces in eV per Å
N 0.5 -0.4 -1.1
C 0.6 2.6 -0.3
Cl 0.0 -1.2 -0.1
C -2.7 0.2 2.7
C 1.3 0.0 -1.8
N -1.7 1.1 1.0
C -0.9 -1.3 0.3
S 2.5 -0.4 -0.5
H -0.1 -0.3 0.8
H -1.7 0.1 -1.1
H 1.3 0.0 -0.1
H 0.5 -0.9 0.5
H 0.3 0.4 -0.4

As for the HOMO energy: -9.5 eV. As for the spin multiplicity: 1. The net charge is 0. Its structure (SMILES) is N[C@H](Cl)c1cncs1. The value obtained for the energy above the lowest of the compared OMol25 structures with the same formula, charge and spin is 21.3 kcal per mole. As for the HOMO-LUMO gap: 10.1183 eV.